Record 1
# C26H23InN4O2P

A structure of composition C26H23InN4O2P (ωB97M-V with the def2-TZVPD basis set, the OMol25 dataset).

```
57
Properties=species:S:1:pos:R:3:lowdin_charge:R:1
In -0.0403 -0.0962 1.0559 1.014
O 1.8974 0.4640 4.7145 0.082
C 1.6179 0.2224 3.5519 -0.440
N 0.6413 0.8279 2.8003 -0.003
C -0.1904 1.9136 3.1152 -0.233
C 0.1693 2.7582 4.1449 -0.003
C -0.6325 3.8639 4.4687 -0.072
C -1.7828 4.1217 3.7503 -0.068
C -2.1261 3.2541 2.6913 0.001
C -1.3462 2.1517 2.3671 -0.221
N -1.6666 1.2426 1.3283 0.006
C -2.8636 0.7062 1.0423 -0.472
O -3.9643 1.1627 1.2741 0.092
C -2.8110 -0.6848 0.3917 -0.172
C -4.0098 -1.1802 -0.0898 0.021
C -4.0803 -2.4576 -0.5950 -0.006
C -2.9174 -3.2216 -0.6010 -0.027
C -1.7850 -2.7017 -0.0207 -0.123
N -1.7131 -1.4566 0.4406 0.001
C 2.5666 -0.6509 2.7380 -0.186
C 3.6875 -1.0921 3.4022 0.015
C 4.7714 -1.5471 2.6888 -0.021
C 4.7030 -1.5500 1.3120 -0.022
C 3.4902 -1.2032 0.7330 -0.141
N 2.4436 -0.7579 1.4008 0.057
H 1.0446 2.5543 4.7360 0.105
H -0.3328 4.5155 5.2853 0.109
H -2.3442 5.0225 4.0207 0.112
H -3.0402 3.4102 2.1488 0.107
H -4.8524 -0.5140 -0.0191 0.130
H -5.0324 -2.8658 -0.9385 0.131
H -2.9050 -4.2464 -0.9637 0.124
H -0.8966 -3.3067 0.1191 0.124
H 3.6657 -1.0507 4.4978 0.140
H 5.6602 -1.8921 3.2095 0.127
H 5.5558 -1.8170 0.6965 0.121
H 3.4068 -1.1988 -0.3502 0.083
C 1.4159 -1.7161 -2.0173 -0.228
P 0.6562 -0.0839 -1.6942 0.919
C 1.9648 1.1525 -1.8649 -0.252
C -0.2580 0.0272 -3.3088 -0.348
C -1.5622 -0.3791 -3.5625 -0.082
C -2.0698 -0.3986 -4.8573 -0.060
C -1.2484 -0.0633 -5.9333 -0.049
C 0.0579 0.3659 -5.6907 -0.051
C 0.5339 0.4103 -4.3905 -0.105
H 1.8097 -1.7967 -3.0168 0.062
H 0.6284 -2.4526 -1.8988 0.041
H 2.1861 -1.9644 -1.3021 0.006
H 2.5477 1.0253 -2.7622 0.041
H 2.6144 1.0874 -0.9829 0.043
H 1.4680 2.1151 -1.8158 0.065
H -2.2275 -0.6582 -2.7418 0.099
H -3.0746 -0.7056 -5.0398 0.104
H -1.6445 -0.1206 -6.9329 0.110
H 0.6693 0.6849 -6.5046 0.106
H 1.5443 0.7704 -4.2302 0.086
```

The calculation puts the HOMO energy at -0.380 Ha. Its charge is +1. The value obtained for the HOMO-LUMO gap is 6.85 eV. As for the calculated total energy: -51848.4874 eV. The strongest force on any atom is 0.0370 Eh/bohr.

***

Record 2
# C26H23IrN2O2P2S2

A structure of composition C26H23IrN2O2P2S2 (ωB97M-V with the def2-TZVPD basis set, the OMol25 dataset).

```
58
Properties=species:S:1:pos:R:3:lowdin_charge:R:1
Ir -0.1112 -0.2759 0.3502 0.903
S -0.9073 1.4238 1.8595 0.259
P -0.1584 2.5246 0.2754 0.436
C 0.1433 1.5392 -1.0750 -0.575
P -1.0291 0.7743 -2.0353 0.416
S -2.0198 -0.7479 -1.0618 0.242
C -0.1803 0.0437 -3.4625 -0.337
C 0.9702 0.6624 -3.9474 -0.083
C 1.6088 0.1612 -5.0728 -0.076
C 1.1053 -0.9614 -5.7172 -0.084
C -0.0349 -1.5855 -5.2316 -0.081
C -0.6761 -1.0846 -4.1073 -0.100
C -2.2600 1.9032 -2.7371 -0.334
C -3.6146 1.5895 -2.7706 -0.100
C -4.5235 2.4775 -3.3334 -0.079
C -4.0816 3.6804 -3.8622 -0.083
C -2.7290 3.9994 -3.8298 -0.078
C -1.8202 3.1151 -3.2711 -0.085
C -1.2825 3.9010 -0.0582 -0.348
C -2.6574 3.7403 0.0856 -0.097
C -3.5182 4.7623 -0.2901 -0.075
C -3.0096 5.9494 -0.7980 -0.084
C -1.6385 6.1161 -0.9401 -0.079
C -0.7758 5.0926 -0.5782 -0.086
C 1.3696 3.2707 0.8600 -0.363
C 1.3220 4.2493 1.8547 -0.099
C 2.4959 4.7843 2.3547 -0.079
C 3.7211 4.3283 1.8764 -0.078
C 3.7685 3.3455 0.9011 -0.062
C 2.5919 2.8151 0.3842 -0.072
H 1.3762 1.5172 -3.4198 0.095
H 2.5066 0.6417 -5.4402 0.104
H 1.6075 -1.3553 -6.5918 0.103
H -0.4238 -2.4675 -5.7242 0.103
H -1.5587 -1.5800 -3.7222 0.076
H -3.9622 0.6557 -2.3471 0.066
H -5.5768 2.2280 -3.3557 0.104
H -4.7916 4.3734 -4.2964 0.104
H -2.3843 4.9430 -4.2339 0.108
H -0.7664 3.3672 -3.2344 0.109
H -3.0506 2.8144 0.4895 0.090
H -4.5876 4.6315 -0.1845 0.108
H -3.6840 6.7464 -1.0863 0.105
H -1.2411 7.0443 -1.3319 0.105
H 0.2939 5.2216 -0.6926 0.112
H 0.3673 4.5941 2.2368 0.111
H 2.4597 5.5490 3.1199 0.103
H 4.6409 4.7360 2.2770 0.103
H 4.7223 2.9747 0.5492 0.109
H 2.6136 2.0308 -0.3621 0.092
N 0.4768 -2.2461 1.5868 -0.078
N 1.8437 -2.1803 1.9127 -0.013
C 2.5382 -1.0267 1.5026 -0.713
O 3.6289 -0.8039 1.9775 0.061
O 1.9646 -0.3655 0.5309 -0.238
H -0.1101 -2.2501 2.4142 0.098
H 0.2920 -3.0860 1.0499 0.096
H 2.1038 -2.5042 2.8310 0.135
```

The spin multiplicity is 5. The calculation puts the HOMO energy (spin up / spin down) at -0.236 / -0.297 Ha. Its charge is 0. The value obtained for the HOMO-LUMO gap (spin up / spin down) is 6.57 / 6.52 eV. As for the calculated total energy: -77495.8807 eV. The strongest force on any atom is 0.0140 Eh/bohr.

***

Record 3
# C26H24AsCl5GeHfO

A structure of composition C26H24AsCl5GeHfO (ωB97M-V with the def2-TZVPD basis set, the OMol25 dataset).

```
59
Properties=species:S:1:pos:R:3:lowdin_charge:R:1
Hf 0.4505 -0.4680 -0.0275 1.538
Cl 2.8177 -1.0133 -1.3810 0.734
C 3.2892 -1.0376 0.3385 -0.668
C 2.2054 -0.9089 1.1785 -0.426
C 2.4629 -0.8980 2.5397 -0.708
Cl 1.1079 -0.6783 3.6013 0.710
C 3.7563 -1.0370 3.0378 -0.695
Cl 4.0458 -1.0329 4.7136 0.789
C 4.8277 -1.1766 2.1291 -0.673
Cl 6.4098 -1.3494 2.7093 0.815
C 4.6031 -1.1687 0.7404 -0.706
Cl 5.8667 -1.3158 -0.3902 0.789
C -3.1131 -0.2201 2.7666 -0.180
Ge -2.0880 -0.7327 1.2300 1.020
C -1.7974 -2.6064 0.8248 -0.366
C -2.9572 -3.3445 0.5765 -0.075
C -2.8652 -4.6697 0.1665 -0.015
C -1.6247 -5.2625 -0.0206 -0.016
C -0.4638 -4.5365 0.2102 -0.034
C -0.5517 -3.2177 0.6402 -0.186
C -2.2693 0.3831 -0.3749 -0.298
C -2.9569 1.5772 -0.1687 -0.072
C -3.1600 2.5032 -1.1986 -0.017
C -2.5886 2.2908 -2.4289 0.032
C -1.8228 1.1307 -2.6790 -0.145
C -1.1689 0.9475 -3.9265 0.051
C -0.3851 -0.1477 -4.1833 -0.009
C -0.2951 -1.1581 -3.2164 -0.028
C -0.9353 -1.0284 -1.9903 -0.201
C -1.7063 0.1410 -1.6716 -0.239
H -4.1718 -0.3502 2.5336 0.058
H -2.9315 0.8149 3.0483 0.038
H -2.8456 -0.8774 3.5918 0.049
H -3.9404 -2.9072 0.7088 0.119
H -3.7693 -5.2395 -0.0026 0.132
H -1.5608 -6.2953 -0.3355 0.132
H 0.5041 -5.0038 0.0849 0.127
H 0.4100 -2.7429 0.8864 0.060
H -3.3870 1.7924 0.8031 0.109
H -3.7632 3.3831 -1.0188 0.132
H -2.7202 3.0142 -3.2250 0.141
H -1.2991 1.7061 -4.6899 0.142
H 0.1083 -0.2626 -5.1383 0.134
H 0.2345 -2.0760 -3.4437 0.135
H -1.1063 -1.9409 -1.4133 0.097
C 0.2873 3.6866 1.5931 -0.154
As 1.3675 3.0100 0.1860 1.145
C 1.2283 4.0335 -1.4047 -0.154
C 3.1643 2.7140 0.7266 -0.150
O 0.7160 1.4310 -0.1978 -0.584
H 0.6416 4.6856 1.8514 0.075
H 0.3787 3.0320 2.4589 0.059
H -0.7451 3.7413 1.2518 0.052
H 1.5792 5.0446 -1.1933 0.074
H 0.1849 4.0626 -1.7143 0.051
H 1.8494 3.5823 -2.1766 0.066
H 3.6057 3.6728 1.0022 0.076
H 3.7190 2.2800 -0.1044 0.064
H 3.1683 2.0438 1.5859 0.053
```

The spin multiplicity is 2. The calculation puts the HOMO energy (spin up / spin down) at -0.620 / -0.620 Ha. Its charge is +3. The value obtained for the HOMO-LUMO gap (spin up / spin down) is 6.95 / 5.69 eV. As for the calculated total energy: -210646.0436 eV. The strongest force on any atom is 0.0150 Eh/bohr.

***

Record 4
# C26H24AuN4PS

A structure of composition C26H24AuN4PS (ωB97M-V with the def2-TZVPD basis set, the OMol25 dataset).

```
57
Properties=species:S:1:pos:R:3:lowdin_charge:R:1
Au -1.1404 -0.3765 -0.1185 0.389
S -1.0059 -2.6999 -0.3334 0.476
C 0.5513 -2.8930 -1.1184 -0.790
N 0.9120 -3.8420 -1.9077 0.024
N 0.0559 -4.8353 -2.2334 -0.016
C -0.7138 -5.6301 -1.3739 -0.303
C -0.4548 -5.7170 -0.0086 -0.092
C -1.2024 -6.5787 0.7776 -0.089
C -2.1903 -7.3777 0.2211 -0.107
C -2.4264 -7.3069 -1.1457 -0.098
C -1.7002 -6.4362 -1.9387 -0.041
N 1.6586 -1.9895 -0.9753 0.031
N 1.4547 -0.9458 -0.3429 -0.018
C 2.5981 -0.0845 -0.2511 -0.263
C 2.5376 0.8937 0.7282 -0.042
C 3.5904 1.7810 0.8876 -0.081
C 4.6922 1.6976 0.0492 -0.091
C 4.7414 0.7206 -0.9400 -0.082
C 3.6991 -0.1781 -1.0928 -0.029
H 0.3562 -5.2972 -3.0753 0.133
H 0.3296 -5.1185 0.4313 0.092
H -0.9986 -6.6318 1.8391 0.102
H -2.7669 -8.0494 0.8421 0.095
H -3.1913 -7.9246 -1.5979 0.099
H -1.9021 -6.3640 -3.0002 0.109
H 1.6608 0.9431 1.3593 0.084
H 3.5435 2.5416 1.6556 0.104
H 5.5124 2.3944 0.1615 0.100
H 5.6007 0.6579 -1.5948 0.102
H 3.7214 -0.9479 -1.8516 0.106
C -2.9917 2.4545 -1.0675 -0.251
P -1.6132 1.8479 -0.0533 0.793
C -0.2191 2.8553 -0.6488 -0.371
C 0.4992 2.3966 -1.7512 -0.115
C 1.5409 3.1476 -2.2693 -0.076
C 1.8854 4.3546 -1.6780 -0.080
C 1.1823 4.8127 -0.5731 -0.077
C 0.1281 4.0685 -0.0622 -0.080
C -1.9479 2.4668 1.6222 -0.383
C -3.0605 3.2417 1.9302 -0.087
C -3.2783 3.6712 3.2338 -0.077
C -2.3837 3.3334 4.2348 -0.080
C -1.2705 2.5570 3.9355 -0.072
C -1.0603 2.1195 2.6408 -0.103
H -3.0862 3.5366 -0.9738 0.051
H -3.9217 1.9642 -0.7819 0.051
H -2.7754 2.2055 -2.1061 0.049
H 0.2540 1.4363 -2.1916 0.092
H 2.1002 2.7776 -3.1182 0.109
H 2.7106 4.9330 -2.0714 0.105
H 1.4531 5.7512 -0.1076 0.104
H -0.4180 4.4296 0.8004 0.104
H -3.7661 3.5221 1.1602 0.092
H -4.1500 4.2697 3.4624 0.105
H -2.5552 3.6663 5.2494 0.105
H -0.5729 2.2826 4.7156 0.107
H -0.2059 1.4929 2.4165 0.081
```

The calculation puts the HOMO energy at -0.261 Ha. Its charge is 0. The value obtained for the HOMO-LUMO gap is 7.05 eV. As for the calculated total energy: -57127.8204 eV. The strongest force on any atom is 0.0102 Eh/bohr.

***

Question: calculated total energy of number 3 (C26H24AsCl5GeHfO)?
Answer: -210646.0436 eV